1.
Cl3O12Pb as an isolated structure. Source: the Open Molecules 2025 dataset; level of theory: ωB97M-V/def2-TZVPD.

The relative energy (zero: lowest compared OMol25 entry of this formula, charge and spin) comes out at 1135.1 kJ/mol. The gap between HOMO and LUMO is 4.636 eV. As for the total charge: -1. The LUMO energy comes out at 0.01 eV.

Geometry as XYZ:
```
16
Properties=species:S:1:pos:R:3:forces:R:3:mulliken_charge:R:1
Pb -3.003 1.996 -1.156 -9.2411 11.1354 -3.4939 0.6527
Cl 3.151 -1.108 0.173 -0.7448 -6.2735 -0.5099 1.6685
O 1.981 -0.635 -0.410 4.3596 0.0850 -2.4374 -0.5736
O 3.603 -0.341 1.250 1.9897 2.4973 0.6718 -0.6277
O 2.736 -2.373 0.770 0.9832 -0.6259 0.1496 -0.7268
O 3.955 -1.372 -0.995 2.6657 0.4717 0.8273 -0.6633
Cl -0.019 0.955 -0.888 10.6662 2.5971 -0.2530 1.9374
O 0.634 0.909 -2.159 -2.4280 -2.6175 -2.6134 -0.6868
O 0.484 -0.058 -0.054 -7.9361 1.1639 0.8123 -0.3484
O 0.629 2.180 -0.473 -2.5407 2.0835 2.4752 -0.7576
O -1.490 1.095 -1.062 10.3799 -1.9540 -3.7978 -0.3631
Cl -2.540 -0.217 1.005 1.3744 -6.7240 5.3018 1.8578
O -2.455 -1.666 0.863 -0.0114 1.8714 -1.3798 -0.6321
O -1.285 0.343 1.259 -0.5007 1.3081 1.0164 -0.5635
O -2.994 0.335 -0.264 -7.5525 -6.8767 3.9446 -0.5299
O -3.386 -0.044 2.140 -1.4634 1.8581 -0.7138 -0.6435
```
Forces are in eV/Å.



2.
One molecule with the formula Cl3O2P. Source: the Open Molecules 2025 dataset; level of theory: ωB97M-V/def2-TZVPD.

The relative energy (zero: lowest compared OMol25 entry of this formula, charge and spin) comes out at 19.8 kJ/mol. The gap between HOMO and LUMO is 10.087 eV. Its SMILES is O=P(Cl)(Cl)OCl. The LUMO energy comes out at -0.64 eV.

Geometry as XYZ:
```
6
Properties=species:S:1:pos:R:3:forces:R:3:nbo_charge:R:1
O -1.639 -0.482 0.103 -0.9322 -0.5775 0.5379 -1.0065
P -0.214 -0.428 0.282 1.4577 4.1780 0.8512 1.9001
Cl 0.729 -1.635 -0.923 0.6836 -0.1991 -0.1205 -0.1690
Cl 0.719 -0.465 2.155 -0.9526 -0.2429 -1.6933 -0.2165
O 0.302 1.287 -0.031 -0.0064 -3.5206 1.7825 -0.7759
Cl 0.103 1.724 -1.587 -0.2501 0.3621 -1.3578 0.2677
```
Forces are in eV/Å.